Record 1
Computed, not measured: an isolated molecule of C3H6O2 at a distorted geometry, with the ωB97M-V functional and the def2-TZVPD basis.

Structure (ORCA input):
```
! RIJCOSX wB97M-V def2-TZVPD def2/J DEFGRID3
* xyz 0 1
H -0.1185 -1.7743 0.9670
C 0.0290 -0.3496 -0.7744
H 0.5631 -1.0815 -1.4709
H 1.5953 -0.2184 0.7391
H -0.4630 1.4161 0.9256
H -0.0674 1.1604 -1.6685
O 0.4893 1.4733 0.8802
C 0.6434 0.1257 0.4825
H -1.4474 -0.5473 0.7592
O -0.7742 0.6506 -1.3569
C -0.4496 -0.8551 0.5171
*
```

## Properties
HOMO level	-9.6	eV
SMILES	O[C@@H]1C[C@@H]1O

Atom charges from the natural (NBO) analysis, given in e for atoms 1 to 8: 0.2327 0.0349 0.1775 0.1847 0.4692 0.4731 -0.6777 0.0522

Record 2
Computed, not measured: a structure of composition C28H31CsN7O, with the ωB97M-V functional and the def2-TZVPD basis.

Structure (ORCA input):
```
! RIJCOSX wB97M-V def2-TZVPD def2/J DEFGRID3
* xyz 1 1
H 4.0851 2.3717 1.2737
N -1.8645 1.8438 -2.1604
C -2.5002 1.6608 -3.3121
C 0.9813 -5.5685 -1.0407
C 3.1894 1.9931 5.3260
C -1.1837 4.6435 0.3004
C -3.1868 3.9278 -3.4255
C -3.1724 2.6663 -3.9914
C 2.2848 1.0328 -1.2185
N -0.6723 -3.8404 -1.0682
H -0.7042 5.3892 -0.3386
H -3.7046 4.7449 -3.9105
C -4.1433 -5.1052 -1.1316
H -6.5322 -2.7181 -1.2616
H 3.5213 -0.5246 -1.7412
C -1.1282 3.2813 -0.3317
H -2.4766 0.6530 -3.7158
H 3.6369 -1.6518 0.2714
C -5.5606 -3.1895 -1.2209
O 0.3393 0.2599 1.6108
H 1.3230 1.1262 -0.7061
C 4.0388 0.3132 0.9547
H 5.0202 0.3246 0.4784
H -3.6697 2.4590 -4.9284
C -3.0414 -4.2552 -1.1264
H -4.4709 -1.3397 -1.2495
H 1.5746 -0.4149 3.5581
H 3.1164 -0.1426 5.5013
H -2.2196 4.9554 0.4454
C 2.7756 0.7233 4.9482
H -2.1199 -6.8715 -1.1140
C 1.4577 1.6731 3.1633
H -6.2841 -5.2135 -1.1824
N 2.7586 -0.3410 -1.1003
C -1.8590 3.0705 -1.6208
C 3.1135 -0.6956 0.2680
H -0.6807 4.6276 1.2595
H 0.2354 -7.5828 -1.0654
N 0.2648 2.5562 1.2982
H 4.2145 2.0496 -1.1159
C 1.8658 2.9492 3.5573
H 2.1980 -0.7869 0.8551
C -5.4180 -4.5654 -1.1782
C 1.9165 0.5638 3.8694
C -4.4057 -2.4242 -1.2101
C 0.5956 -4.2377 -1.0429
H -4.0193 -6.1770 -1.0984
C 3.2442 2.0537 -0.6168
N -0.4748 2.2903 0.1499
H 3.8577 2.1172 6.1681
H 3.0364 4.0985 4.9361
N 3.4774 1.6948 0.8128
C 0.5938 1.4454 1.9380
C 2.7304 3.1061 4.6309
H 4.1447 0.1071 2.0186
C -2.5282 4.1338 -2.2235
H 2.5760 1.7697 1.3118
H 2.8177 3.0554 -0.6478
H 1.3399 -3.4470 -1.0303
C -1.3378 -6.1278 -1.0913
C -1.6333 -4.7672 -1.0919
H 1.4885 3.8069 3.0168
N -3.1799 -2.9283 -1.1651
H 2.0271 -5.8414 -1.0228
H 2.1399 1.2849 -2.2680
H -2.5299 5.1127 -1.7691
Cs -1.2650 -0.6486 -0.3235
C -0.0138 -6.5300 -1.0649
*
```

## Properties
HOMO level	-10.0	eV

Atom charges from the natural (NBO) analysis, given in e for atoms 1 to 8: 0.4336 -0.4558 0.0406 -0.2499 -0.1993 -0.6955 -0.1532 -0.2547

Record 3
Computed, not measured: a structure of composition C34H32ClN7OS2SeSr at a distorted geometry, with the ωB97M-V functional and the def2-TZVPD basis.

Structure (ORCA input):
```
! RIJCOSX wB97M-V def2-TZVPD def2/J DEFGRID3
* xyz 0 1
H -0.5292 -5.3412 0.5308
C -0.3208 -2.4879 1.5031
H 2.0460 -5.5568 0.1514
N -1.4362 -0.0569 -1.4658
C 4.0892 -2.7026 -1.9882
H 3.7557 4.1984 -1.4385
S -1.0550 5.3440 -1.4079
H -6.8248 2.5516 -2.4204
N -7.1903 2.5405 2.5640
C -4.9339 2.5402 3.1230
H 1.3445 -2.6808 -1.8893
N -5.3843 2.5413 4.3678
C -2.5236 2.5436 3.7119
H 3.2476 -5.8116 -1.9055
C 3.3778 6.2970 -1.4407
H -2.7853 2.5534 4.7596
C 4.6902 -4.1964 -0.2246
C 1.0741 6.9163 -1.4395
C 5.8819 -2.1423 -0.5105
N -1.9052 2.5062 1.0022
C -5.9456 2.5399 2.1131
H 5.2514 -0.9102 -2.1437
N -0.5517 -2.0431 -1.4826
H -1.1670 -3.1666 1.5577
C -3.1910 2.5180 1.3857
C -4.2117 2.5215 0.3675
N -3.8322 2.5163 -0.9188
C 2.7800 -4.8370 -1.7368
C 2.0380 -2.1635 0.8007
C 3.8600 -3.8885 -1.2998
C 0.9362 -3.2079 0.9826
C -6.5416 2.5439 -0.2929
H 1.0181 -5.8776 -1.2299
C 5.0882 -1.8277 -1.6013
H 0.0609 2.5269 1.5341
C -3.5470 2.5349 2.7605
H 4.4248 6.5634 -1.4380
H 1.7891 -1.4325 0.0387
C 3.0029 4.9735 -1.4393
S 1.4014 2.8504 -1.3888
C -5.5862 2.5362 0.7263
C 1.6617 4.5729 -1.4297
H -0.5986 -1.6445 0.8813
H 4.5532 -5.1260 0.3087
H 0.3006 7.6712 -1.4393
H 1.4994 -3.6145 3.0229
H -0.3971 2.5548 3.9908
H 2.6697 8.3299 -1.4368
C 0.3929 -3.1165 -1.5935
H 0.6235 -4.9406 2.2813
H 2.9840 -2.6248 0.5473
C 0.6033 -4.0028 -0.3395
C 0.6658 5.5764 -1.4323
C -0.3100 -0.7297 -1.5858
C -4.7480 2.5326 -1.8597
H -7.5883 2.5506 -0.0284
H 2.1724 -1.6235 1.7348
C 1.6310 -5.1086 -0.7482
Sr -1.3921 2.6297 -1.4544
H 2.3257 -4.6476 1.8837
C -0.9578 2.5246 1.9124
Se -7.1541 2.5452 4.3334
C 1.3732 -4.1726 2.0987
H 2.3796 -4.5096 -2.6959
C -2.3614 -1.0258 -1.2864
H -3.4022 -0.8285 -1.1425
Cl 7.1241 -1.0512 -0.0099
H 0.0247 -3.7908 -2.3728
H 0.6527 -0.2863 -1.7524
N -1.8576 -2.2326 -1.3046
C 2.3980 7.2843 -1.4398
C 5.6923 -3.3323 0.1758
H -0.1268 -2.0957 2.4989
H 3.4887 -2.4578 -2.8532
C -6.1205 2.5435 -1.6044
O -0.6323 -4.6798 -0.1623
H -4.3770 2.5350 -2.8788
C -1.2134 2.5417 3.2864
H 6.3277 -3.5763 1.0127
*
```

## Properties
HOMO level	-5.6	eV

Atom charges from the Löwdin analysis, given in e for atoms 1 to 8: 0.0988 -0.0367 0.0998 -0.0060 -0.0481 0.0775 0.3548 0.1117

Record 4
Computed, not measured: a structure of composition C29H42I2O2SeV at a distorted geometry, with the ωB97M-V functional and the def2-TZVPD basis.

Structure (ORCA input):
```
! RIJCOSX wB97M-V def2-TZVPD def2/J DEFGRID3
* xyz 0 4
H 2.2249 3.9944 -0.8418
H 5.6188 0.8927 -0.8626
H -2.1572 3.0016 -0.8965
H -3.4868 1.1175 -0.9303
H -1.9155 -4.9001 -1.9174
C 4.5386 0.8970 -0.7352
H -0.4045 6.0707 -1.9348
H -2.7780 -5.4426 -0.4683
H -1.7570 -5.2421 1.7794
V 2.1255 -1.5395 1.6551
C 4.5351 3.3729 -0.9341
C -0.8227 -4.5781 -0.0585
H -1.7846 4.5609 1.1311
C 4.7555 2.3503 1.3200
H 4.2655 0.0254 -0.1411
H 1.2982 -4.0803 -0.1344
H 5.5468 -4.0529 3.1977
H 0.8914 -5.6353 -0.8566
I 2.8510 -4.3821 2.6906
C 2.5855 2.1832 0.1856
C -5.2779 -0.4875 0.4602
C 1.7721 3.2137 -0.2607
C 4.0896 2.1976 -0.0561
H -2.6430 0.3571 1.1570
H -3.0973 -3.3549 -0.8569
H -0.0837 -4.7401 1.9852
H -1.1640 2.4127 1.1745
C -0.4627 -2.2518 0.9306
H 0.5051 -4.1379 -1.7124
H -3.2520 0.0363 -2.3028
C 0.4073 3.3011 -0.0078
H 1.0435 5.8883 -0.9505
H 4.0731 0.8049 -1.7154
H -1.0605 3.1049 -2.2735
H -0.4116 5.6677 1.1203
Se -0.0759 0.0500 2.5785
H -4.8770 0.2995 1.0936
H -6.2016 -0.1231 0.0150
H -1.7933 5.9563 0.0588
H 4.4741 1.5363 1.9848
C 0.2891 5.3450 -1.5147
C -3.0007 -1.4107 -0.0268
H -5.8772 -1.4869 -1.9686
O 0.7749 -2.4576 1.3110
H 5.2437 -3.8382 1.4381
H -0.4416 -6.2896 1.2242
I 5.0030 -1.3480 2.6947
C 4.9027 -3.6019 2.4459
C -3.9466 0.3258 -1.5157
H 5.8384 2.3520 1.2234
C 1.9877 1.1415 0.9327
H 0.7624 4.8153 -2.3383
H -4.3248 -2.2186 -2.3628
O 2.5665 0.0275 1.3045
C -2.4966 -2.6835 -0.2744
H 4.3137 4.3244 -0.4578
C -4.2910 -0.8927 -0.6444
H -5.2676 -2.8083 -0.9779
H -4.8500 0.7207 -1.9765
C -1.1618 5.1858 0.4964
C -1.5431 3.6789 -1.4840
C -2.2699 -0.6027 0.8320
C 0.6419 1.3138 1.3098
H 4.0573 3.3429 -1.9102
C -1.8021 -5.3627 -0.9401
C -4.9769 -1.9260 -1.5430
C 0.5556 -4.6083 -0.7316
H -1.4257 -6.3712 -1.0920
C -0.4825 4.3741 -0.6160
H 4.4409 3.2834 1.7851
H 5.6100 3.3236 -1.0890
C -1.2679 -3.1408 0.1806
H -2.1939 4.4214 -1.9418
C -0.1370 2.3531 0.8481
C -0.7703 -5.2576 1.3185
C -1.0443 -1.0240 1.3012
H -5.5122 -1.3456 1.0871
*
```

## Properties
HOMO level (alpha / beta)	-5.8 / -7.8	eV

Atom charges from the Löwdin analysis, given in e for atoms 1 to 8: 0.0834 0.0835 0.0592 0.0590 0.0874 -0.0422 0.0833 0.0837

Record 5
Computed, not measured: a cluster of 3 separate species, C5H10 in total, with the ωB97M-V functional and the def2-TZVPD basis.

Structure (ORCA input):
```
! RIJCOSX wB97M-V def2-TZVPD def2/J DEFGRID3
* xyz 0 1
H -0.8607 -2.4403 1.6164
H -0.5714 -0.1424 2.4970
H 1.1035 -0.0595 -1.0439
H -1.5720 -0.9952 -1.4036
H 0.7280 -2.2756 0.6878
C 0.1580 -0.5988 1.8337
C -0.4094 1.5403 -1.4733
C 0.9722 1.0043 -1.2634
H -1.3170 -1.2785 -0.7635
H 0.0633 2.2607 0.6476
C 0.0031 -1.8310 1.3641
H 1.8218 1.4393 -1.7943
H -1.2719 1.5279 -2.1203
H 1.0159 0.0085 1.5586
C 0.1366 1.8404 -0.3430
*
```

## Properties
HOMO level	-9.4	eV
SMILES	C1=CC1.[H][H].C=C

Atom charges from the natural (NBO) analysis, given in e for atoms 1 to 8: 0.1963 0.1937 0.1734 -0.0096 0.1958 -0.3836 -0.1765 -0.4350

> Number 5 is which compound?

C5H10